(1)
DFT (wB97M-V/def2-TZVPD) results for 5 unconnected molecules or ions with the total composition C44H74BrN3O14 in a non-equilibrium geometry.

Geometry as XYZ:
```
136
Properties=species:S:1:pos:R:3:lowdin_charge:R:1
C -0.56 1.45 0.01 -0.0366
C -0.03 0.17 0.57 -0.1389
C 1.53 -0.31 0.21 -0.0372
C 2.70 -0.09 1.34 -0.0974
C 2.50 0.58 2.82 -0.1899
C 1.55 -0.26 3.85 -0.1986
C 1.21 -1.79 3.39 -0.2139
C 2.49 -2.82 3.39 -0.1987
C 2.39 -4.01 4.54 -0.1847
C 2.86 -5.45 3.83 -0.2094
C 1.61 -6.47 3.53 -0.2158
C 1.44 -6.93 1.97 -0.2314
C 2.66 -7.90 1.41 -0.2169
C 2.35 -8.25 -0.16 -0.2200
C 3.44 -7.66 -1.23 -0.2348
C 4.09 -6.20 -0.84 -0.2449
C 5.62 -6.52 -0.27 -0.1663
C 4.24 -0.57 0.91 -0.4365
Br 5.85 -0.41 2.11 0.6364
C 4.48 -1.21 -0.59 -0.0594
C 6.05 -1.63 -0.99 -0.1889
O 6.89 -0.45 -1.25 -0.1856
N 6.80 -0.04 -2.54 -0.0155
O 6.54 1.17 -2.46 0.0103
C 3.28 -1.46 -1.72 -0.0900
N 3.72 -2.06 -3.02 0.1030
C 2.50 -2.17 -3.91 -0.1109
C 2.81 -2.76 -5.44 -0.1349
C 3.35 -1.56 -6.42 -0.3732
C 3.07 -0.04 -5.78 -0.1081
C 2.77 -1.60 -7.95 -0.1172
C 0.97 -1.75 -3.54 -0.0631
C -0.31 -1.93 -4.61 -0.2707
C -1.46 -2.83 -3.81 -0.1163
C -1.00 -0.51 -5.04 -0.2156
C -2.05 0.11 -3.92 -0.1335
N 0.61 -1.16 -2.21 0.1057
C 1.78 -0.99 -1.29 -0.0799
H -1.51 1.44 -0.69 0.0569
H -0.12 2.53 0.26 0.0808
H -0.72 -0.46 1.30 0.1096
H 1.98 1.64 2.64 0.1195
H 3.50 0.82 3.39 0.0859
H 2.10 -0.25 4.91 0.1254
H 0.55 0.35 4.01 0.1014
H 0.68 -1.88 2.35 0.0862
H 0.42 -2.21 4.18 0.1130
H 2.47 -3.40 2.34 0.1085
H 3.48 -2.20 3.45 0.0937
H 1.27 -4.12 4.87 0.0952
H 3.11 -3.69 5.42 0.1128
H 3.57 -5.98 4.60 0.1019
H 3.49 -5.26 2.85 0.1021
H 1.73 -7.43 4.19 0.1093
H 0.59 -5.96 3.87 0.1107
H 1.31 -6.00 1.24 0.1163
H 0.46 -7.55 1.89 0.1101
H 3.73 -7.48 1.62 0.0977
H 2.57 -8.92 2.01 0.1163
H 1.24 -7.92 -0.44 0.1148
H 2.38 -9.43 -0.27 0.1087
H 4.28 -8.48 -1.44 0.1132
H 2.87 -7.50 -2.26 0.1065
H 4.26 -5.53 -1.80 0.1060
H 3.51 -5.62 0.01 0.0950
H 5.71 -7.63 0.16 0.0750
H 5.85 -5.81 0.65 0.0685
H 6.44 -6.38 -1.12 0.0804
H 6.11 -2.32 -1.94 0.1200
H 6.58 -2.23 -0.11 0.1217
H 1.94 -3.41 -5.87 0.0998
H 3.73 -3.51 -5.30 0.1209
H 4.54 -1.65 -6.46 0.1371
H 3.37 0.72 -6.64 0.0911
H 3.79 0.18 -4.86 0.0860
H 1.94 0.11 -5.54 0.0591
H 3.71 -1.38 -8.66 0.0910
H 2.05 -0.67 -8.09 0.0831
H 2.29 -2.63 -8.21 0.0773
H -0.03 -2.53 -5.56 0.1193
H -1.18 -3.98 -3.75 0.0835
H -2.52 -2.78 -4.33 0.0847
H -1.63 -2.48 -2.70 0.0801
H -1.67 -0.75 -6.00 0.1237
H -0.23 0.31 -5.39 0.0956
H -2.25 1.23 -4.26 0.0711
H -3.04 -0.53 -3.92 0.0834
H -1.59 0.18 -2.83 0.0537
C -4.69 1.40 7.09 -0.0428
O -4.31 2.45 6.21 -0.0138
C -3.28 2.15 5.39 -0.5491
O -2.68 1.09 5.35 0.1127
O -3.03 3.24 4.61 -0.0723
C -1.95 3.07 3.69 -0.0344
H -5.52 1.75 7.71 0.0969
H -5.02 0.52 6.52 0.0997
H -3.86 1.13 7.76 0.1001
H -2.18 2.26 2.99 0.0937
H -1.02 2.87 4.22 0.0969
H -1.84 4.00 3.13 0.1001
C -8.60 7.26 5.54 -0.0548
O -7.46 6.70 6.19 -0.0119
C -6.43 6.41 5.36 -0.5575
O -6.41 6.60 4.15 0.1042
O -5.42 5.89 6.10 0.0007
C -4.26 5.54 5.35 -0.0497
H -9.36 7.45 6.30 0.0933
H -8.34 8.21 5.07 0.0970
H -9.01 6.56 4.81 0.0980
H -3.83 6.42 4.87 0.0920
H -4.50 4.77 4.61 0.0928
H -3.52 5.13 6.04 0.0964
C -3.69 9.59 3.13 -0.0455
O -2.61 10.52 3.31 -0.0093
C -1.38 9.96 3.23 -0.5598
O -1.14 8.78 3.02 0.1036
O -0.46 10.94 3.42 -0.0107
C 0.89 10.49 3.36 -0.0533
H -4.63 10.15 3.22 0.0965
H -3.64 9.14 2.14 0.1016
H -3.67 8.82 3.91 0.0853
H 1.12 10.08 2.37 0.0984
H 1.09 9.76 4.15 0.0982
H 1.54 11.36 3.53 0.0940
C -4.18 3.38 -5.78 -0.0529
O -5.29 3.07 -6.62 -0.0082
C -5.22 1.85 -7.21 -0.5579
O -4.32 1.04 -7.08 0.0991
O -6.34 1.68 -7.97 -0.0092
C -6.40 0.43 -8.65 -0.0527
H -4.34 4.38 -5.37 0.0958
H -4.11 2.67 -4.96 0.0837
H -3.26 3.40 -6.36 0.0999
H -6.41 -0.40 -7.94 0.0982
H -5.56 0.33 -9.35 0.0983
H -7.33 0.41 -9.23 0.0943
```

SMILES = C=Cc1c(CCCCCCCCCCCCC)c(Br)c(CON=O)c2nc(CC(C)C)c([C@@H](C)CC)nc12.COC(=O)OC.COC(=O)OC.COC(=O)OC.COC(=O)OC

(2)
DFT (wB97M-V/def2-TZVPD) results for 12 unconnected molecules or ions with the total composition C44H76N12O8 in a non-equilibrium geometry.

Geometry as XYZ:
```
140
Properties=species:S:1:pos:R:3:lowdin_charge:R:1
C 3.57 -2.20 -2.41 0.0057
C 3.33 -0.93 -1.59 -0.4944
O 2.31 -0.79 -0.96 0.0179
N 4.17 0.17 -1.77 0.0146
C 5.46 -0.05 -2.38 -0.1134
H 4.54 -2.69 -2.30 0.0807
H 3.26 -2.06 -3.45 0.0729
H 2.77 -2.81 -2.02 0.0504
H 4.11 0.92 -1.14 0.0507
H 5.88 0.98 -2.51 0.0959
H 5.32 -0.50 -3.36 0.0682
H 6.21 -0.72 -1.78 0.1104
C 2.60 2.33 0.68 0.0165
C 4.03 2.81 0.72 -0.5275
O 4.86 2.35 -0.05 0.0077
N 4.42 3.80 1.59 0.0006
C 5.69 4.53 1.57 -0.0509
H 2.31 2.37 -0.39 0.0776
H 1.99 3.03 1.29 0.0634
H 2.57 1.28 0.90 0.0723
H 3.58 4.18 2.12 0.1330
H 6.25 4.03 0.76 0.0839
H 6.26 4.50 2.52 0.0910
H 5.47 5.46 1.16 0.0561
C 1.13 -5.68 4.20 -0.0200
C 1.18 -4.18 4.25 -0.5733
O 0.28 -3.60 4.90 -0.0159
N 2.14 -3.57 3.53 0.0022
C 2.23 -2.11 3.49 -0.0625
H 1.01 -6.08 3.14 0.0905
H 0.32 -5.94 4.91 0.0901
H 2.05 -6.05 4.67 0.0785
H 2.80 -4.23 3.10 0.1373
H 2.13 -1.65 4.51 0.0956
H 1.40 -1.74 2.84 0.0715
H 3.19 -1.92 2.95 0.0945
C -5.10 -1.77 4.92 -0.0181
C -3.86 -0.92 5.08 -0.5332
O -3.94 0.28 4.77 0.0033
N -2.68 -1.51 5.56 0.0193
C -1.45 -0.84 6.00 -0.0659
H -5.42 -1.55 3.90 0.0766
H -5.84 -1.31 5.62 0.1028
H -4.94 -2.88 5.01 0.0888
H -2.76 -2.48 5.77 0.1073
H -0.75 -1.59 6.35 0.0682
H -1.64 -0.13 6.77 0.0634
H -0.94 -0.20 5.20 0.0709
C 1.25 -3.72 0.28 0.0153
C 1.71 -5.18 0.35 -0.5849
O 2.74 -5.41 0.86 0.0580
N 0.91 -6.18 -0.13 0.0096
C 1.41 -7.52 -0.20 -0.0966
H 0.46 -3.72 -0.53 0.0880
H 2.05 -2.99 0.04 0.0668
H 0.76 -3.51 1.23 0.0580
H 0.01 -5.97 -0.52 0.1095
H 1.89 -7.95 0.67 0.0783
H 2.16 -7.58 -0.99 0.0799
H 0.54 -8.14 -0.55 0.1024
C -2.06 -5.44 2.31 0.0176
C -2.23 -4.44 1.13 -0.5235
O -2.37 -4.82 -0.04 0.0064
N -2.25 -3.10 1.43 0.0198
C -2.79 -2.22 0.43 -0.0922
H -0.99 -5.26 2.68 0.0667
H -2.14 -6.47 1.94 0.0813
H -2.73 -5.16 3.15 0.0759
H -2.31 -2.78 2.36 0.1120
H -2.02 -2.22 -0.40 0.0690
H -2.75 -1.20 0.73 0.0466
H -3.81 -2.55 0.04 0.1194
C -0.99 -1.98 -7.70 -0.0015
C -2.11 -1.13 -7.09 -0.5509
O -1.90 0.00 -6.73 0.0634
N -3.36 -1.72 -7.12 -0.0214
C -4.52 -1.17 -6.53 -0.1255
H -0.04 -1.54 -7.46 0.0616
H -1.13 -1.77 -8.77 0.0909
H -1.06 -3.04 -7.51 0.0729
H -3.44 -2.73 -7.25 0.1395
H -5.54 -1.54 -6.86 0.0957
H -4.55 -0.09 -6.71 0.0862
H -4.52 -1.38 -5.44 0.0820
C -1.73 8.61 -1.08 0.0008
C -1.72 7.24 -0.53 -0.5654
O -1.64 6.27 -1.25 0.0614
N -1.77 7.11 0.83 0.0055
C -2.34 6.00 1.55 -0.0709
H -2.73 8.79 -1.55 0.1136
H -1.03 8.62 -1.88 0.0774
H -1.49 9.38 -0.37 0.0683
H -1.72 7.96 1.34 0.1101
H -2.38 6.22 2.60 0.0728
H -1.79 5.12 1.34 0.0580
H -3.36 5.84 1.19 0.0963
N 0.90 -1.71 -4.78 0.0597
C 0.76 -3.01 -4.45 -0.1476
C -0.37 -3.43 -3.74 -0.0703
C -1.33 -2.52 -3.30 -0.0542
C -1.18 -1.16 -3.67 -0.0528
C -0.06 -0.85 -4.45 -0.1508
H 1.54 -3.63 -4.78 0.0842
H -0.54 -4.50 -3.63 0.0965
H -2.15 -2.71 -2.64 0.0854
H -1.88 -0.37 -3.52 0.0899
H 0.13 0.16 -4.77 0.0966
N 1.00 3.75 -5.59 0.0503
C 1.80 3.06 -4.72 -0.1126
C 1.70 3.21 -3.28 -0.0476
C 0.66 3.96 -2.69 -0.0674
C -0.18 4.57 -3.62 -0.0827
C -0.05 4.32 -4.99 -0.1595
H 2.66 2.62 -5.12 0.0735
H 2.32 2.62 -2.72 0.0455
H 0.55 4.04 -1.61 0.1006
H -1.03 5.12 -3.24 0.0758
H -0.67 4.87 -5.69 0.0950
N 1.06 4.50 3.39 0.0516
C 0.75 3.23 3.71 -0.1347
C -0.31 3.01 4.56 -0.0652
C -0.99 4.05 5.19 -0.0552
C -0.66 5.33 4.86 -0.0819
C 0.35 5.52 3.91 -0.1488
H 1.31 2.44 3.23 0.0892
H -0.53 2.01 4.80 0.0670
H -1.73 3.82 5.89 0.0902
H -1.11 6.24 5.26 0.1059
H 0.61 6.50 3.50 0.1063
N -0.53 -0.17 1.13 0.0542
C -0.60 -0.02 -0.17 -0.1625
C -1.38 1.04 -0.69 -0.0361
C -2.06 1.84 0.19 -0.0876
C -1.89 1.73 1.55 -0.0881
C -1.13 0.68 2.01 -0.1373
H 0.08 -0.68 -0.69 0.0816
H -1.61 1.15 -1.71 0.0719
H -2.69 2.68 -0.12 0.1109
H -2.52 2.35 2.18 0.1103
H -1.07 0.45 3.11 0.0911
```

ΔE to the lowest compared entry with this formula, charge and spin = 0.925 eV
SMILES = CNC(C)=O.CNC(C)=O.CNC(C)=O.CNC(C)=O.CNC(C)=O.CNC(C)=O.CNC(C)=O.CNC(C)=O.c1ccncc1.c1ccncc1.c1ccncc1.c1ccncc1

(3)
DFT (wB97M-V/def2-TZVPD) results for 6 unconnected molecules or ions with the total composition C44H77N5O18S6 in a non-equilibrium geometry.

Geometry as XYZ:
```
150
Properties=species:S:1:pos:R:3:lowdin_charge:R:1
C -5.35 -0.39 -0.14 -0.0815
C -4.73 0.95 0.25 -0.2252
C -4.73 1.26 1.74 -0.1812
C -4.63 0.05 2.62 -0.1994
O -3.48 -0.75 2.33 -0.0032
C -2.29 -0.12 2.36 -0.3213
C -2.02 0.84 3.34 -0.0499
N -0.89 1.45 3.43 0.1739
C 0.06 1.12 2.53 -0.1633
C 1.32 1.72 2.60 -0.1147
C 1.61 2.70 3.70 -0.1188
O 2.98 2.59 4.06 -0.0708
C 3.56 3.69 4.65 -0.2307
C 3.66 4.88 3.96 0.0247
C 4.28 5.98 4.50 -0.2729
C 4.40 7.26 3.72 -0.0431
C 4.81 5.87 5.78 -0.0400
C 4.71 4.67 6.47 -0.0187
C 4.10 3.56 5.93 -0.1201
C 4.01 2.24 6.65 -0.3480
C 2.56 1.70 6.77 -0.0400
C 4.65 2.24 8.01 -0.0850
C 2.26 1.39 1.69 0.0325
C 2.02 0.46 0.67 -0.1293
C 3.17 0.18 -0.24 -0.1652
N 4.25 -0.51 0.49 -0.0830
C 4.75 -1.75 -0.12 -0.0991
C 0.78 -0.15 0.60 -0.1459
C 0.44 -1.18 -0.43 -0.1977
C -0.58 -0.65 -1.44 -0.4096
S -0.05 -1.13 -3.11 1.0211
C -0.68 0.17 -4.02 -0.7092
N -1.74 0.16 -4.75 0.0665
N -1.84 1.41 -5.29 0.0546
C -0.84 2.08 -4.84 -0.1704
O -0.05 1.38 -4.02 0.0609
C -0.20 0.17 1.53 -0.1759
N -1.41 -0.46 1.46 0.2574
H -4.59 -1.14 -0.24 0.0598
H -5.78 -0.27 -1.12 0.0538
H -6.16 -0.69 0.50 0.0756
H -5.30 1.73 -0.24 0.0968
H -3.73 1.03 -0.16 0.0994
H -3.97 1.98 1.97 0.1049
H -5.67 1.74 1.99 0.1213
H -4.69 0.33 3.66 0.1134
H -5.47 -0.59 2.44 0.1113
H -2.78 1.07 4.06 0.1185
H 1.02 2.43 4.56 0.1049
H 1.36 3.70 3.38 0.1325
H 3.26 4.92 2.96 0.1242
H 4.80 7.04 2.74 0.0751
H 3.43 7.72 3.62 0.0795
H 5.08 7.92 4.22 0.0694
H 5.30 6.70 6.23 0.1054
H 5.13 4.63 7.45 0.0993
H 4.56 1.52 6.06 0.1263
H 2.49 1.10 7.66 0.0701
H 2.32 1.08 5.93 0.0663
H 1.86 2.52 6.82 0.0860
H 4.65 1.25 8.44 0.0780
H 4.14 2.90 8.70 0.0853
H 5.68 2.57 7.98 0.0764
H 3.24 1.82 1.74 0.1207
H 2.89 -0.37 -1.12 0.0955
H 3.54 1.14 -0.58 0.1231
H 5.03 0.12 0.60 0.0731
H 5.83 -1.77 -0.13 0.0730
H 4.41 -1.88 -1.14 0.0729
H 4.44 -2.61 0.44 0.0579
H 1.33 -1.50 -0.93 0.0738
H -0.03 -2.01 0.08 0.1033
H -0.67 0.42 -1.40 0.0871
H -1.54 -1.10 -1.24 0.0642
H -0.59 3.10 -5.05 0.1320
O 3.60 -5.32 1.88 -0.2800
S 2.36 -5.60 2.54 0.5588
O 1.14 -5.61 1.78 -0.2728
O 2.20 -4.61 3.77 -0.2593
C 2.36 -3.20 3.50 -0.2291
C 1.15 -2.59 2.83 -0.0516
C 2.48 -7.09 3.46 -0.1217
H 3.26 -3.04 2.91 0.1078
H 2.53 -2.74 4.47 0.1239
H 1.00 -2.99 1.83 0.0671
H 1.24 -1.51 2.75 0.0685
H 0.25 -2.82 3.40 0.0952
H 3.39 -7.06 4.05 0.0747
H 2.52 -7.90 2.74 0.0765
H 1.61 -7.18 4.09 0.0753
O -5.42 -2.84 -2.62 -0.2760
S -4.43 -3.83 -2.33 0.5474
O -3.05 -3.56 -2.54 -0.2794
O -4.82 -5.18 -3.06 -0.2616
C -5.06 -5.10 -4.49 -0.2437
C -3.78 -5.00 -5.29 -0.0674
C -4.64 -4.41 -0.68 -0.1134
H -5.73 -4.27 -4.70 0.1138
H -5.59 -6.02 -4.73 0.1198
H -3.27 -4.05 -5.11 0.0719
H -4.00 -5.07 -6.36 0.0825
H -3.09 -5.80 -5.02 0.0846
H -5.69 -4.64 -0.52 0.0761
H -4.33 -3.60 -0.02 0.0655
H -4.02 -5.28 -0.53 0.0766
O -6.53 4.40 -4.25 -0.2808
S -7.26 3.17 -4.34 0.5542
O -7.72 2.54 -3.14 -0.2799
O -6.42 2.14 -5.19 -0.2571
C -5.05 1.89 -4.80 -0.2414
C -4.96 0.99 -3.59 -0.0655
C -8.60 3.35 -5.46 -0.1242
H -4.53 2.83 -4.64 0.1087
H -4.59 1.40 -5.66 0.0989
H -5.35 1.48 -2.70 0.0542
H -3.92 0.72 -3.40 0.0611
H -5.54 0.08 -3.74 0.0885
H -8.23 3.80 -6.37 0.0734
H -9.33 3.99 -4.97 0.0744
H -9.02 2.37 -5.65 0.0746
O -3.02 -1.99 -9.01 -0.2770
S -3.29 -0.60 -8.84 0.5650
O -4.44 -0.18 -8.10 -0.2756
O -3.34 0.08 -10.28 -0.2656
C -4.21 -0.52 -11.27 -0.2529
C -5.67 -0.18 -11.04 -0.0734
C -1.87 0.24 -8.24 -0.1273
H -4.05 -1.59 -11.29 0.1130
H -3.87 -0.11 -12.22 0.1198
H -6.04 -0.63 -10.13 0.0703
H -6.26 -0.54 -11.88 0.0801
H -5.80 0.90 -10.95 0.0838
H -1.01 -0.06 -8.84 0.0778
H -1.74 -0.07 -7.21 0.0354
H -2.04 1.31 -8.30 0.0749
O 8.67 1.59 4.34 -0.2709
S 7.75 0.50 4.26 0.5594
O 7.07 0.04 5.44 -0.2759
O 8.47 -0.73 3.56 -0.2638
C 9.73 -1.17 4.11 -0.2484
C 9.57 -1.97 5.38 -0.0722
C 6.55 0.81 3.02 -0.1201
H 10.38 -0.30 4.26 0.1140
H 10.17 -1.78 3.33 0.1205
H 9.19 -1.36 6.20 0.0709
H 10.53 -2.38 5.69 0.0811
H 8.86 -2.79 5.23 0.0846
H 7.06 1.13 2.11 0.0764
H 5.90 1.60 3.39 0.0707
H 5.97 -0.09 2.85 0.0675
```

SMILES = CCCCOc1cnc2c(COc3cc(C)ccc3C(C)C)cc(CNC)c(CCSc3nnco3)c2n1.CCOS(C)(=O)=O.CCOS(C)(=O)=O.CCOS(C)(=O)=O.CCOS(C)(=O)=O.CCOS(C)(=O)=O

Which E_LUMO belongs to each record? In order, -0.04704, 0.01755, -0.00638 hartree.
Which HOMO-LUMO gap belongs to each record? In order, 7.01, 9.29, 8.34 eV.